Molecular formula: C21H37N7Pd
Method: DFT, wB97M-V/def2-TZVPD

Computed properties:
- Molar mass: 494.0 g/mol
- LUMO level: -0.524 hartree
- E_HOMO: -21.2 eV
- Total charge: +4
- Frontier orbital gap: 6.98 eV

Last column: natural (NBO) charge in e.
CARTESIAN COORDINATES (ANGSTROEM)
Pd -0.065 -0.018 -0.251  1.308
C -4.216 -0.935 -0.074  -0.714
C -2.845 -0.370 0.002  0.415
N -1.804 -0.975 -0.471  -0.398
C -1.740 -2.268 -1.172  -0.279
C -0.489 -2.254 -2.040  -0.248
N 0.700 -1.624 -1.345  -0.533
C 1.484 -2.540 -0.452  -0.262
C 0.892 -2.523 0.936  -0.253
N 0.789 -1.100 1.378  -0.553
C 2.135 -0.510 1.787  -0.251
C 2.545 0.681 0.906  -0.265
N 1.277 1.315 0.550  -0.413
C 0.775 2.342 1.153  0.416
C 1.567 3.304 1.966  -0.716
C -0.721 2.402 1.107  0.141
C -1.582 3.374 1.595  -0.133
C -2.950 3.108 1.586  -0.072
C -3.450 1.896 1.105  -0.132
C -2.553 0.960 0.614  0.130
N -1.240 1.257 0.646  -0.353
H -4.211 -2.002 0.156  0.290
H -4.611 -0.821 -1.091  0.300
H -4.900 -0.439 0.609  0.283
H -2.620 -2.416 -1.802  0.279
H -1.733 -3.072 -0.433  0.253
H -0.664 -1.664 -2.937  0.248
H -0.226 -3.267 -2.350  0.274
H 1.311 -1.293 -2.089  0.441
H 2.514 -2.177 -0.438  0.240
H 1.504 -3.548 -0.870  0.277
H 1.513 -3.087 1.634  0.278
H -0.105 -2.960 0.968  0.230
H 0.179 -1.062 2.193  0.436
H 2.887 -1.297 1.733  0.261
H 2.057 -0.206 2.830  0.257
H 3.068 0.368 0.003  0.239
H 3.203 1.355 1.453  0.275
H 2.407 3.695 1.387  0.296
H 1.978 2.816 2.855  0.294
H 0.961 4.140 2.305  0.277
H -1.211 4.314 1.983  0.288
H -3.640 3.852 1.968  0.297
H -4.515 1.703 1.116  0.288
C 0.788 2.827 -5.714  -0.631
C 0.295 3.532 -4.459  -0.220
N -0.466 2.634 -3.534  -0.300
C -1.934 2.590 -3.714  -0.229
C -2.406 1.504 -4.673  -0.627
C 0.151 1.871 -2.671  0.537
C 1.627 2.008 -2.461  -0.679
N -0.515 0.908 -1.988  -0.781
H 1.483 3.482 -6.236  0.274
H -0.027 2.607 -6.401  0.239
H 1.311 1.894 -5.494  0.204
H -0.384 4.341 -4.717  0.248
H 1.113 3.982 -3.902  0.222
H -2.229 3.571 -4.077  0.260
H -2.392 2.483 -2.726  0.183
H -2.006 1.655 -5.673  0.256
H -3.492 1.534 -4.750  0.263
H -2.111 0.501 -4.349  0.183
H 1.874 2.980 -2.032  0.268
H 2.157 1.934 -3.411  0.292
H 2.000 1.223 -1.806  0.199
H -1.492 0.810 -2.232  0.399

=====

Molecular formula: C21H38N2O2PdS
Method: DFT, wB97M-V/def2-TZVPD

Computed properties:
- Molar mass: 489.0 g/mol
- LUMO level (spin up / spin down): -0.203 / -0.317 hartree
- E_HOMO (spin up / spin down): -14.7 / -14.7 eV
- Total charge: +2
- Multiplicity: 3
- Frontier orbital gap (spin up / spin down): 9.20 / 6.06 eV
- Expectation value of S²: 2.009

Last column: Mulliken spin population.
CARTESIAN COORDINATES (ANGSTROEM)
Pd -1.072 0.197 0.945  1.216
C -0.452 -1.038 4.133  -0.002
C -1.309 -0.126 3.318  0.057
C -2.398 -0.615 2.572  -0.011
C -3.245 0.260 1.837  0.118
C -4.478 -0.264 1.170  -0.002
C -2.930 1.632 1.810  0.096
C -1.832 2.148 2.511  0.093
C -1.530 3.612 2.490  -0.005
C -1.027 1.254 3.246  0.135
H -0.723 -0.921 5.186  0.007
H 0.601 -0.785 4.022  0.000
H -0.598 -2.080 3.858  0.001
H -2.638 -1.670 2.607  -0.004
H -5.279 -0.303 1.913  0.008
H -4.333 -1.274 0.789  0.000
H -4.806 0.384 0.360  0.001
H -3.560 2.307 1.243  0.008
H -2.140 4.106 3.251  0.013
H -1.780 4.057 1.528  0.002
H -0.485 3.811 2.717  0.001
H -0.172 1.641 3.789  0.013
C 3.313 0.649 0.947  -0.003
N 2.961 -0.653 0.386  0.008
C 4.063 -1.430 -0.192  0.001
C 3.526 -2.366 -1.250  0.001
C 2.447 -3.227 -0.637  -0.001
N 1.463 -2.407 0.083  0.006
C 0.270 -3.130 0.491  -0.010
C 1.753 -1.194 0.600  0.010
O 0.901 -0.554 1.298  0.121
H 3.767 1.262 0.169  0.000
H 4.031 0.531 1.760  0.001
H 2.424 1.142 1.320  -0.001
H 4.579 -1.988 0.594  0.000
H 4.776 -0.721 -0.609  0.000
H 4.321 -2.998 -1.642  0.000
H 3.121 -1.791 -2.087  0.000
H 2.882 -3.952 0.057  0.000
H 1.907 -3.790 -1.398  0.000
H -0.199 -3.579 -0.385  0.001
H -0.442 -2.467 0.971  0.001
H 0.517 -3.928 1.195  0.001
C -2.839 -1.307 -2.176  0.001
C -2.144 -0.609 -3.338  -0.003
C -1.465 0.689 -2.910  0.003
S -0.033 0.338 -1.874  0.017
O -0.146 1.283 -0.638  0.084
C 1.281 0.968 -2.904  0.011
C 1.336 2.487 -3.073  0.000
C 2.081 3.196 -1.948  0.001
H -3.147 -2.318 -2.438  -0.001
H -3.726 -0.754 -1.861  -0.001
H -2.177 -1.404 -1.306  0.006
H -2.868 -0.358 -4.114  0.000
H -1.420 -1.276 -3.814  0.001
H -2.106 1.299 -2.270  0.001
H -1.145 1.302 -3.752  0.001
H 1.099 0.437 -3.845  0.000
H 2.203 0.572 -2.475  0.000
H 0.332 2.898 -3.201  0.000
H 1.849 2.666 -4.019  0.000
H 1.628 3.014 -0.975  0.000
H 2.093 4.271 -2.122  0.000
H 3.120 2.862 -1.913  0.000